(1)
Density functional theory data (ωB97M-V with the def2-TZVPD basis set) for a molecular structure, C16H43Cl2NO16P3V in a non-equilibrium geometry.

Last column: Löwdin charge in e.
Geometry (Å):
O (1.5200, -0.5396, 0.8554)  -0.37
V (0.1433, -1.0616, 0.1992)  0.87
O (0.5590, -2.3067, -0.6556)  -0.34
C (-2.7103, -1.1067, 3.2060)  -0.10
C (-1.6076, -2.1433, 3.1207)  -0.45
O (-0.9011, -2.1207, 1.9297)  -0.34
H (-3.5428, -1.2901, 2.5267)  0.06
H (-2.3855, -0.0974, 2.9534)  0.04
H (-3.1412, -1.2124, 4.2016)  0.07
H (-1.9734, -3.1511, 3.3171)  0.10
H (-0.9284, -1.9371, 3.9479)  0.07
C (1.8584, -4.1726, 2.3526)  0.01
C (2.7474, -3.4310, 3.3951)  -0.52
O (3.8741, -3.8783, 3.6913)  0.00
N (2.1447, -2.3725, 3.9127)  0.02
C (2.7386, -1.3483, 4.7238)  -0.07
H (2.0844, -3.7438, 1.3763)  0.07
H (0.8137, -4.2279, 2.6584)  0.07
H (2.1609, -5.2129, 2.2323)  0.07
H (1.1359, -2.3511, 3.8700)  0.11
H (2.4119, -1.4578, 5.7579)  0.08
H (2.3865, -0.3414, 4.4991)  0.06
H (3.8265, -1.3431, 4.7914)  0.09
C (1.2580, -1.6843, -4.4027)  -0.13
O (0.7634, -0.4191, -4.2635)  -0.20
P (1.2202, 0.5876, -3.0660)  0.53
O (0.9077, 0.0623, -1.7223)  -0.24
O (2.7861, 0.9665, -3.3093)  -0.20
C (3.7691, 0.1119, -2.8243)  -0.12
O (0.5167, 2.0290, -3.3061)  -0.24
C (0.7356, 2.8259, -4.4811)  -0.08
H (0.4652, -2.4206, -4.5348)  0.09
H (1.7328, -2.0135, -3.4784)  0.09
H (2.0000, -1.7731, -5.1962)  0.10
H (3.4292, -0.7716, -2.2840)  0.09
H (4.4182, 0.7027, -2.1781)  0.06
H (4.3393, -0.3281, -3.6424)  0.09
H (1.2811, 2.2710, -5.2443)  0.09
H (1.1919, 3.7848, -4.2351)  0.10
H (-0.2052, 3.1049, -4.9555)  0.09
C (-3.8352, 2.5053, 0.9829)  -0.13
O (-2.5648, 3.0916, 0.8094)  -0.21
P (-1.1294, 2.2612, 1.2525)  0.62
O (-0.8506, 0.8784, 0.7506)  -0.29
O (0.0837, 3.3028, 0.8939)  -0.21
C (0.6269, 3.2816, -0.4338)  -0.11
O (-1.1219, 2.3412, 2.8759)  -0.22
C (-0.2115, 1.7699, 3.7368)  -0.11
H (-4.4423, 2.8619, 1.8150)  0.09
H (-3.8676, 1.4300, 1.1583)  0.08
H (-4.4099, 2.6864, 0.0746)  0.08
H (1.4331, 2.5610, -0.5709)  0.07
H (1.0463, 4.2621, -0.6593)  0.09
H (-0.1123, 3.2322, -1.2334)  0.07
H (0.7149, 1.4137, 3.2864)  0.08
H (-0.6775, 0.8869, 4.1741)  0.09
H (0.0144, 2.5157, 4.4989)  0.10
C (-2.6485, 1.3748, -2.7114)  -0.02
O (-3.1319, -0.0042, -2.8865)  -0.23
P (-3.0630, -1.0448, -1.6854)  0.47
O (-1.8281, -1.0108, -0.8974)  -0.24
O (-3.4215, -2.4313, -2.4610)  -0.20
C (-2.6217, -2.8860, -3.5036)  -0.12
O (-4.4235, -0.7263, -0.8722)  -0.22
C (-5.7340, -0.6632, -1.4980)  -0.07
H (-2.3129, 1.5742, -1.6937)  0.07
H (-3.5513, 1.9542, -2.9048)  0.09
H (-1.9177, 1.5488, -3.5011)  0.08
H (-2.3181, -2.1309, -4.2288)  0.09
H (-3.1840, -3.6108, -4.0922)  0.09
H (-1.8077, -3.4694, -3.0734)  0.10
H (-6.4750, -1.1369, -0.8541)  0.09
H (-5.7427, -1.1849, -2.4550)  0.09
H (-6.0882, 0.3602, -1.6219)  0.08
Cl (3.5161, 3.7705, 1.8226)  0.54
C (3.7161, 1.9980, 1.5886)  -0.62
C (5.2219, 1.7008, 1.4892)  -0.69
Cl (5.7894, 2.2334, -0.0417)  0.60
H (3.1716, 1.7974, 0.6659)  0.03
H (3.1757, 1.5713, 2.4336)  0.05
H (5.4441, 0.6377, 1.5820)  0.08
H (5.7141, 2.3071, 2.2496)  0.06

Results
Lowest unoccupied orbital energy: 0.007 Ha
HOMO level: -7.473 eV
Energy above the lowest of the compared OMol25 structures with the same formula, charge and spin: 0.000 eV
Multiplicity: 1
Total charge: 0

***

(2)
Density functional theory data (ωB97M-V with the def2-TZVPD basis set) for 6 unconnected molecules or ions with the total composition C27H54FO11S6 in a non-equilibrium geometry.

Last column: Löwdin charge in e.
Geometry (Å):
C (0.9181, -1.5693, 1.0084)  -0.06
C (-0.4911, -1.8960, 0.4824)  -0.23
C (-0.8023, -1.2415, -0.8420)  -0.20
C (-1.3831, 0.1681, -0.6933)  -0.23
C (-0.8412, 1.1356, -1.7369)  -0.34
S (0.5648, 2.1079, -1.1712)  1.17
C (2.1214, 1.2846, -1.5983)  -0.24
C (2.4360, 1.3691, -3.0553)  -0.49
O (3.5654, 1.3385, -3.4743)  0.19
F (1.3867, 1.4913, -3.8699)  0.11
H (1.4188, -2.4852, 1.2658)  0.05
H (0.8163, -1.0130, 1.9266)  0.08
H (1.5403, -1.0548, 0.2924)  0.05
H (-1.2218, -1.6723, 1.2442)  0.10
H (-0.5453, -2.9689, 0.3540)  0.08
H (-1.4937, -1.8543, -1.3980)  0.11
H (0.0911, -1.2078, -1.4533)  0.10
H (-1.2516, 0.5474, 0.3036)  0.08
H (-2.4407, 0.1034, -0.8839)  0.11
H (-1.6101, 1.8359, -2.0097)  0.10
H (-0.5559, 0.6078, -2.6347)  0.10
H (0.5577, 2.0691, 0.1900)  0.02
H (2.9044, 1.7591, -1.0386)  0.12
H (2.1168, 0.2504, -1.2892)  0.09
C (2.8138, 5.3001, -4.3353)  -0.21
C (2.2070, 5.7584, -3.0004)  -0.21
C (1.0967, 6.7665, -3.3188)  -0.22
S (0.4759, 6.3264, -4.9489)  0.66
O (0.7734, 7.3969, -5.8581)  -0.30
O (-0.8555, 5.7904, -4.8240)  -0.33
C (1.6276, 4.9874, -5.2430)  -0.23
H (3.4603, 4.4315, -4.2138)  0.11
H (3.4120, 6.1055, -4.7638)  0.12
H (1.7755, 4.8978, -2.4805)  0.09
H (2.9587, 6.1953, -2.3451)  0.12
H (0.2769, 6.7160, -2.6073)  0.10
H (1.4762, 7.7844, -3.3713)  0.11
H (1.8806, 4.9539, -6.2995)  0.11
H (1.1353, 4.0615, -4.9464)  0.09
C (-2.6284, 5.4796, 1.8756)  -0.20
C (-2.5984, 5.1644, 3.3763)  -0.20
C (-1.7546, 3.9001, 3.5628)  -0.21
S (-0.5813, 3.8828, 2.2127)  0.70
O (-0.8645, 2.7382, 1.3518)  -0.40
O (0.7464, 4.1215, 2.7178)  -0.31
C (-1.1836, 5.3570, 1.3994)  -0.22
H (-3.0278, 6.4722, 1.6770)  0.12
H (-3.2554, 4.7521, 1.3560)  0.10
H (-2.1408, 5.9966, 3.9148)  0.12
H (-3.5983, 5.0215, 3.7790)  0.11
H (-1.2085, 3.9080, 4.5027)  0.11
H (-2.3691, 3.0053, 3.4961)  0.06
H (-1.0878, 5.2465, 0.3205)  0.10
H (-0.5753, 6.1907, 1.7473)  0.11
C (-5.2328, -0.6772, 2.7551)  -0.21
C (-6.3996, -0.1646, 1.9000)  -0.20
C (-6.2868, 1.3649, 1.8381)  -0.21
S (-4.5414, 1.7429, 2.0222)  0.68
O (-4.3513, 2.4530, 3.2659)  -0.32
O (-4.0190, 2.2508, 0.7758)  -0.33
C (-3.9933, 0.0543, 2.2480)  -0.23
H (-5.1166, -1.7564, 2.6774)  0.12
H (-5.4061, -0.4323, 3.8046)  0.12
H (-6.3243, -0.5807, 0.8937)  0.12
H (-7.3616, -0.4677, 2.3070)  0.12
H (-6.6342, 1.7657, 0.8899)  0.11
H (-6.8162, 1.8426, 2.6598)  0.11
H (-3.1584, 0.0338, 2.9455)  0.11
H (-3.6807, -0.3230, 1.2747)  0.09
C (-0.9885, -6.8798, -2.0995)  -0.22
C (0.1003, -6.4874, -3.1073)  -0.21
C (1.1380, -5.6420, -2.3562)  -0.21
S (1.0781, -6.1855, -0.6439)  0.67
O (0.6111, -5.0863, 0.1714)  -0.33
O (2.2920, -6.8863, -0.3166)  -0.31
C (-0.2496, -7.3644, -0.8552)  -0.22
H (-1.6477, -7.6499, -2.4948)  0.12
H (-1.5988, -6.0076, -1.8539)  0.12
H (0.5744, -7.3882, -3.4993)  0.12
H (-0.3104, -5.9404, -3.9539)  0.12
H (2.1448, -5.7920, -2.7363)  0.11
H (0.8887, -4.5827, -2.3748)  0.10
H (-0.8657, -7.3799, 0.0405)  0.11
H (0.2035, -8.3414, -1.0166)  0.11
C (4.2238, -5.6913, 2.8061)  -0.21
C (4.6677, -4.7629, 3.9455)  -0.21
C (5.5524, -3.6696, 3.3297)  -0.22
S (4.9961, -3.4829, 1.6301)  0.66
O (6.0598, -3.8817, 0.7459)  -0.31
O (4.3341, -2.2063, 1.4780)  -0.35
C (3.7676, -4.7744, 1.6769)  -0.24
H (3.4276, -6.3648, 3.1169)  0.12
H (5.0676, -6.2984, 2.4731)  0.12
H (3.7888, -4.3078, 4.4064)  0.12
H (5.2011, -5.3046, 4.7244)  0.11
H (5.4471, -2.7171, 3.8419)  0.10
H (6.6003, -3.9604, 3.3029)  0.11
H (3.7209, -5.2680, 0.7113)  0.08
H (2.8102, -4.3080, 1.9060)  0.09

Results
Lowest unoccupied orbital energy: -0.088 Ha
HOMO level: -11.831 eV
Multiplicity: 1
Total charge: +1

***

(3)
Density functional theory data (ωB97M-V with the def2-TZVPD basis set) for 3 unconnected molecules or ions with the total composition C21H49BrO12P2S in a non-equilibrium geometry.

Last column: Löwdin charge in e.
Geometry (Å):
C (3.3625, 5.5512, -2.1253)  -0.14
C (2.3579, 4.3864, -2.2939)  -0.65
Br (1.0187, 4.3636, -0.8519)  0.78
C (1.6505, 4.4918, -3.6869)  -0.28
O (0.3053, 5.0025, -3.6047)  -0.40
S (0.3536, 6.6439, -3.7928)  0.98
O (0.5149, 7.2848, -2.5179)  -0.39
O (-1.2547, 6.9663, -4.2151)  -0.29
O (-1.9458, 5.7211, -4.2374)  -0.17
C (-3.3383, 5.9562, -4.1199)  -0.18
C (-3.8884, 5.7728, -2.6945)  -0.29
C (-3.1799, 6.8113, -1.7854)  -0.07
C (-3.8264, 4.3007, -2.1496)  -0.35
C (-2.9686, 4.1405, -0.8595)  -0.08
C (-3.3022, 3.2509, -3.1593)  -0.08
H (3.7640, 5.7949, -3.1188)  0.08
H (2.9163, 6.4407, -1.6722)  0.06
H (4.2288, 5.2622, -1.5170)  0.08
H (2.9302, 3.4624, -2.1935)  0.09
H (1.6485, 3.5194, -4.1909)  0.13
H (2.1909, 5.1767, -4.3598)  0.09
H (-3.5240, 7.0034, -4.4086)  0.13
H (-3.9142, 5.3631, -4.8417)  0.12
H (-4.9498, 6.0660, -2.7167)  0.14
H (-2.1363, 6.5432, -1.5859)  0.06
H (-3.1315, 7.7996, -2.2619)  0.08
H (-3.7160, 6.8959, -0.8322)  0.08
H (-4.8428, 4.0009, -1.8557)  0.12
H (-2.8305, 3.0561, -0.7298)  0.07
H (-3.4715, 4.5657, 0.0140)  0.08
H (-1.9603, 4.5421, -1.0020)  0.03
H (-3.6148, 2.2652, -2.7812)  0.08
H (-3.6858, 3.3560, -4.1774)  0.07
H (-2.2031, 3.2184, -3.1447)  0.08
O (3.1498, 0.1185, 1.6891)  -0.22
P (2.5537, -0.2215, 3.0210)  0.60
O (2.2941, -1.8301, 2.9105)  -0.22
C (3.4222, -2.7099, 2.9245)  -0.28
C (3.9244, -2.9256, 4.3401)  -0.08
O (1.0207, 0.3215, 2.7361)  -0.24
C (0.7813, 1.3990, 1.8265)  -0.30
C (0.2215, 0.8680, 0.5257)  -0.08
O (2.2199, -0.2141, 4.6414)  -0.21
C (1.9046, 1.0433, 5.2714)  -0.27
C (0.4518, 1.0416, 5.6922)  -0.07
H (4.2170, -2.3224, 2.2811)  0.11
H (3.0885, -3.6580, 2.5020)  0.11
H (4.3464, -2.0050, 4.7501)  0.07
H (4.6998, -3.6937, 4.3599)  0.08
H (3.1095, -3.2288, 4.9974)  0.08
H (1.6855, 1.9838, 1.6590)  0.09
H (0.0500, 2.0622, 2.2978)  0.12
H (0.8926, 0.1344, 0.0761)  0.08
H (0.0633, 1.6791, -0.1857)  0.02
H (-0.7298, 0.3594, 0.6979)  0.07
H (2.1241, 1.8840, 4.6095)  0.11
H (2.5433, 1.1358, 6.1516)  0.12
H (-0.2074, 1.0707, 4.8258)  0.07
H (0.2292, 1.9074, 6.3172)  0.08
H (0.2111, 0.1312, 6.2430)  0.08
O (1.7183, -5.8658, -0.1501)  -0.23
P (0.2301, -5.9813, -0.0250)  0.59
O (-0.0431, -5.6123, 1.5394)  -0.20
C (0.1489, -4.2608, 1.9712)  -0.28
C (-1.0361, -3.3911, 1.5997)  -0.07
O (0.1006, -7.6246, 0.0483)  -0.23
C (1.0643, -8.4630, -0.5910)  -0.30
C (1.9972, -9.0622, 0.4392)  -0.08
O (-1.3774, -5.8834, -0.3999)  -0.21
C (-1.8361, -6.4957, -1.6206)  -0.27
C (-2.7118, -7.6829, -1.2866)  -0.07
H (1.0742, -3.8583, 1.5533)  0.09
H (0.2591, -4.2871, 3.0557)  0.12
H (-1.1120, -3.2757, 0.5156)  0.07
H (-0.9351, -2.3982, 2.0422)  0.07
H (-1.9683, -3.8403, 1.9434)  0.08
H (1.6163, -7.9185, -1.3571)  0.10
H (0.5125, -9.2614, -1.0957)  0.11
H (2.4949, -8.2842, 1.0187)  0.08
H (2.7578, -9.6832, -0.0375)  0.08
H (1.4377, -9.6753, 1.1479)  0.08
H (-0.9975, -6.7888, -2.2564)  0.11
H (-2.4193, -5.7479, -2.1612)  0.12
H (-2.1261, -8.4928, -0.8536)  0.07
H (-3.2065, -8.0629, -2.1816)  0.08
H (-3.4673, -7.4091, -0.5491)  0.08

Results
Lowest unoccupied orbital energy: -0.006 Ha
HOMO level: -9.685 eV
Energy above the lowest of the compared OMol25 structures with the same formula, charge and spin: 4.597 eV
Multiplicity: 1
Total charge: 0

***

(4)
Density functional theory data (ωB97M-V with the def2-TZVPD basis set) for 2 unconnected molecules or ions with the total composition C11H12 in a non-equilibrium geometry.

Last column: Löwdin charge in e.
Geometry (Å):
C (-1.3887, -1.2972, 2.4885)  0.02
C (-0.6801, -0.1849, 2.2970)  -0.18
C (-0.8022, 0.6478, 1.1455)  -0.07
C (-0.9120, 1.3671, 0.1723)  -0.08
C (-1.0052, 2.2132, -0.9939)  -0.19
C (-1.8316, 1.9757, -2.0053)  0.02
C (1.5650, -3.0878, 0.3335)  0.09
C (1.6202, -2.0575, -0.2666)  -0.12
C (1.6824, -0.7951, -0.9905)  -0.27
C (0.4765, 0.0962, -1.0246)  -0.20
C (1.6712, 0.5003, -0.2165)  -0.09
H (-2.1135, -1.6289, 1.7630)  0.06
H (-1.2658, -1.8946, 3.3862)  0.06
H (0.0462, 0.1357, 3.0510)  0.11
H (-0.3449, 3.0835, -1.0060)  0.12
H (-2.4759, 1.1019, -2.0217)  0.08
H (-1.8665, 2.6483, -2.8658)  0.07
H (1.5288, -4.0422, 0.8867)  0.04
H (2.2960, -0.8191, -1.9102)  0.14
H (0.2814, 0.6040, -1.9526)  0.10
H (-0.3744, -0.3055, -0.5346)  0.08
H (1.6031, 0.4288, 0.8593)  0.10
H (2.2898, 1.3104, -0.5949)  0.11

Results
Lowest unoccupied orbital energy: 0.010 Ha
HOMO level: -8.111 eV
Energy above the lowest of the compared OMol25 structures with the same formula, charge and spin: 6.017 eV
Structure (SMILES): C=CC#CC=C.C#CC1CC1
Multiplicity: 1
Total charge: 0

***

(5)
Density functional theory data (ωB97M-V with the def2-TZVPD basis set) for a molecular structure, C12H28EuN6O6S in a non-equilibrium geometry.

Last column: Löwdin charge in e.
Geometry (Å):
O (-0.2025, -3.5778, -2.0266)  -0.20
H (0.4805, -4.0561, -2.5231)  0.11
Eu (-0.7918, -0.5371, -2.0674)  1.93
N (1.1480, 0.8920, -2.6853)  -0.30
N (1.4434, -1.0050, -0.8154)  -0.24
N (-2.3588, 0.1578, -0.4793)  -0.32
N (-0.6874, 0.0097, 1.2555)  -0.41
O (0.1476, 1.0372, -3.5302)  -0.48
O (-3.3142, 0.3278, -1.5986)  -0.19
O (0.3166, -0.5246, 2.0267)  -0.15
O (1.8178, -1.5482, 0.3178)  -0.25
C (2.3963, -0.9262, -1.7774)  -0.35
C (1.9853, -0.1882, -2.9426)  -0.43
C (-2.9272, 0.1477, 0.7518)  -0.37
C (-1.9735, -0.1031, 1.7425)  -0.37
C (2.3304, -0.5899, -4.3271)  -0.09
H (1.8718, -1.5576, -4.6031)  0.06
H (3.4150, -0.7034, -4.4383)  0.06
H (1.9634, 0.1630, -5.0339)  0.07
C (3.7083, -1.6373, -1.6739)  -0.05
H (3.5503, -2.6761, -1.3550)  0.07
H (4.3632, -1.1451, -0.9384)  0.08
H (4.2355, -1.6407, -2.6356)  0.06
C (-4.3912, 0.2720, 0.9893)  -0.03
C (-2.2026, -0.3680, 3.1799)  -0.06
H (-4.9505, 0.1145, 0.0558)  0.07
H (-4.6454, 1.2772, 1.3784)  0.09
H (-4.7148, -0.4760, 1.7352)  0.08
H (-1.2999, -0.8061, 3.6348)  0.07
H (-3.0480, -1.0606, 3.3268)  0.08
H (-2.4464, 0.5686, 3.7174)  0.08
H (-3.2554, 1.2711, -1.8237)  0.09
H (0.9958, -0.9701, 1.2908)  0.04
C (-0.5102, -4.3495, -0.8635)  -0.10
H (-0.8246, -5.3812, -1.0961)  0.09
H (-1.2688, -3.8000, -0.2847)  0.09
H (0.3937, -4.3376, -0.2605)  0.08
O (-1.8999, -2.1164, -3.4264)  -0.18
H (-1.4619, -2.9797, -3.1913)  0.05
H (-2.8608, -2.2926, -3.5003)  0.09
C (2.0236, 4.5028, 1.8545)  -0.05
N (1.0642, 3.6234, 1.1818)  -0.03
C (0.5986, 2.4510, 1.6366)  -0.56
S (-0.3643, 1.5899, 0.4619)  1.06
N (0.7665, 1.9989, 2.8857)  0.00
C (0.7994, 2.8389, 4.0710)  -0.06
H (2.6585, 3.9321, 2.5412)  0.09
H (1.4883, 5.2983, 2.3947)  0.09
H (2.6506, 4.9635, 1.0798)  0.10
H (0.8010, 3.8072, 0.2184)  0.13
H (0.5792, 0.9934, 3.0069)  0.11
H (0.2919, 2.3002, 4.8848)  0.10
H (1.8404, 3.0230, 4.3758)  0.08
H (0.2750, 3.7931, 3.9018)  0.09

Results
Lowest unoccupied orbital energy (spin up / spin down): 0.000 / -0.001 Ha
HOMO level (spin up / spin down): -3.389 / -5.416 eV
Energy above the lowest of the compared OMol25 structures with the same formula, charge and spin: 0.649 eV
Multiplicity: 8
Expectation value of S²: 15.7993
Total charge: 0

***

(6)
Density functional theory data (ωB97M-V with the def2-TZVPD basis set) for a gas-phase ion, C4H8NO2 (charge -1) in a non-equilibrium geometry.

Last column: Löwdin charge in e.
Geometry (Å):
O (0.4769, 0.2480, -2.0452)  0.00
C (0.2249, -0.3967, -1.0750)  -0.39
C (-0.9063, -0.1560, -0.2125)  -0.41
C (-1.4121, 1.3750, -0.0750)  -0.02
N (-0.6326, -0.6515, 1.0966)  -0.06
C (0.9434, -0.7367, 1.3282)  -0.47
O (1.4657, 0.2660, 0.6844)  -0.25
H (0.6046, -1.4469, -1.0791)  0.12
H (-1.7279, -0.8401, -0.6419)  0.14
H (-2.4150, 1.3296, -0.1480)  0.00
H (-0.8674, 2.0769, -0.7438)  0.08
H (-1.0329, 1.4680, 0.9702)  0.07
H (-1.2343, -0.2903, 1.8180)  0.06
H (1.1738, -0.7143, 2.4092)  0.08
H (1.2870, -1.6491, 0.8312)  0.06

Results
Lowest unoccupied orbital energy: 0.161 Ha
HOMO level: -3.202 eV
Energy above the lowest of the compared OMol25 structures with the same formula, charge and spin: 3.684 eV
Structure (SMILES): C[C@@H](C=O)NC[O-]
Multiplicity: 1
Total charge: -1